This record from OMol25 describes a 7-piece molecular cluster, C42H35N7O14 overall in a non-equilibrium geometry. The level of theory is wB97M-V/def2-TZVPD.

For the total energy, the calculation gives -3057.44051 Ha. Its SMILES is O=[N+]([O-])c1ccccc1.O=[N+]([O-])c1ccccc1.O=[N+]([O-])c1ccccc1.O=[N+]([O-])c1ccccc1.O=[N+]([O-])c1ccccc1.O=[N+]([O-])c1ccccc1.O=[N+]([O-])c1ccccc1. The HOMO-LUMO gap is 8.533 eV. As for the energy above the lowest of the compared OMol25 structures with the same formula, charge and spin: 30.1 kcal per mole. The HOMO energy comes out at -9.71 eV. As for the maximum force: 3.6 eV/A.

XYZ file:
```
98
Properties=species:S:1:pos:R:3:forces:R:3:mulliken_charge:R:1
H 18.378831 17.026142 22.868451 0.27 -0.56 0.36 0.352
O 13.067032 15.727713 13.654837 0.36 -0.47 1.62 -0.618
H 20.118335 16.215024 24.305822 -0.16 -0.36 0.65 0.368
H 14.934410 14.601082 20.008148 -0.10 0.05 -0.04 0.631
C 13.924249 11.414552 12.094787 -0.15 1.37 -1.66 -0.447
C 10.366747 17.985597 10.383637 0.23 -0.02 -1.60 -0.330
H 13.142467 10.260928 10.400696 0.03 0.35 0.03 0.412
O 20.937157 11.497605 15.525680 1.23 1.43 -1.71 -0.635
C 17.179256 15.307189 23.103195 -0.88 -0.33 0.44 -0.112
C 10.640329 20.298973 18.496551 0.32 0.76 0.04 -0.250
H 15.747421 9.800782 17.529021 0.42 -0.09 0.30 0.394
C 13.753311 16.737328 16.999496 -0.79 -0.62 -0.64 -0.623
N 15.744591 13.281795 23.468724 1.24 3.34 -0.47 0.998
C 9.747256 20.284560 19.537196 -0.38 -0.48 0.39 -0.406
O 21.463999 15.297033 22.307035 0.71 0.25 0.91 -0.638
C 18.264354 16.083819 23.427023 -0.75 0.96 -1.50 -0.447
C 13.366328 9.289590 13.589771 0.40 -0.33 0.41 -0.100
C 18.748612 12.920372 19.157242 0.41 0.60 -1.88 0.049
O 14.716951 12.804240 16.612780 0.15 -0.27 -0.35 -0.539
C 11.325413 17.298517 12.469763 -0.66 0.21 -0.03 -0.288
C 13.925675 10.362820 14.234571 -0.13 0.70 -0.74 -0.263
C 11.994956 16.371711 11.731007 0.78 -0.78 0.99 0.246
H 11.512127 20.915879 18.632314 0.28 -0.15 -0.34 0.443
C 14.193036 11.483497 13.422338 -0.20 -0.72 1.98 -0.547
H 18.750204 11.560395 15.052331 -0.39 -0.03 0.27 0.487
C 8.248988 18.976659 18.257813 -0.33 -1.02 -0.72 -0.400
H 9.813977 18.724114 9.793245 -0.03 -0.36 0.30 0.337
C 17.839574 13.729707 24.848637 -0.28 0.36 -1.86 -0.419
N 20.784951 10.684985 16.383183 -0.59 -0.03 0.52 1.103
C 8.543016 19.578645 19.457489 0.20 1.16 -0.33 -0.544
O 15.512837 12.295355 24.067967 -0.06 -2.04 1.16 -0.608
C 19.610135 13.745209 18.386093 -1.01 -1.07 1.52 -0.815
H 19.745398 14.055085 25.687653 0.43 0.11 0.28 0.408
H 10.040084 20.843964 20.403797 -0.20 0.08 0.46 0.376
C 20.536014 14.467702 20.407219 -0.12 -0.30 1.77 -0.086
H 17.694995 12.720435 25.148316 -0.05 -0.49 1.00 0.435
C 11.900799 16.178996 10.370416 0.57 -0.66 -0.31 -0.493
C 16.961878 14.157996 23.849113 -0.36 -0.53 -0.34 -0.029
C 10.339601 19.651574 17.317633 -1.06 -1.60 0.54 0.056
O 15.392809 12.743858 18.650801 0.65 -0.87 0.47 -0.593
O 15.049012 13.768003 22.599787 -0.29 -0.27 -0.44 -0.593
H 11.388758 17.319475 13.563097 0.20 0.22 -0.66 0.466
C 14.013439 15.384752 16.835782 0.81 -0.07 -0.26 -0.387
O 12.689379 7.114211 13.825026 0.10 -0.60 -0.15 -0.632
C 13.844583 17.293216 18.260832 -0.21 0.76 -0.54 -0.402
C 19.713150 13.678626 21.211781 0.24 0.39 -0.29 -0.338
H 13.368463 17.290402 16.141118 0.32 0.04 0.27 0.470
H 7.297299 18.499750 18.069625 -0.09 -0.11 0.33 0.356
C 19.000142 14.468240 25.041393 -0.45 -0.08 -0.35 -0.509
N 11.280357 19.640147 16.219420 -0.01 1.62 -0.42 1.044
O 13.764969 14.917352 11.801853 1.23 -1.43 -0.44 -0.616
C 9.166173 18.912063 17.217111 0.56 0.72 -0.16 -0.341
C 16.807950 9.987173 17.348215 0.16 -0.18 0.75 -0.460
H 13.987122 14.876970 15.880181 -0.24 0.28 -0.05 0.569
O 22.141899 16.062198 20.420566 1.49 1.19 -0.50 -0.636
H 19.828791 13.740081 22.301231 -0.22 -0.21 -0.63 0.604
H 16.527515 15.622245 22.305468 -0.25 -0.19 0.05 0.476
H 18.091892 12.240414 20.999526 -0.13 -0.17 0.60 0.549
H 7.782694 19.660930 20.222356 0.17 -0.19 0.16 0.366
H 19.992300 9.165741 18.377616 -0.37 0.64 -0.17 0.495
H 14.299165 16.971364 20.321682 -0.12 -0.10 -0.21 0.409
H 17.520536 8.837701 18.978339 0.12 -0.20 0.52 0.469
H 10.174691 19.039546 12.328603 -0.40 -0.26 -0.76 0.409
C 13.339494 10.323610 11.462299 0.30 0.48 0.03 -0.556
H 14.068757 10.319228 15.304069 0.19 0.17 -0.07 0.715
C 14.214041 16.523227 19.332025 0.50 -0.08 1.14 -0.400
H 21.282112 15.068342 18.521350 -0.20 0.30 0.05 0.451
C 17.828342 9.485252 18.184860 -0.31 -0.03 -1.02 -0.596
C 14.507798 14.662142 17.911390 -0.66 1.11 -0.30 -0.313
C 18.415632 11.008544 15.929573 1.15 0.45 -0.58 -0.447
C 19.189451 15.640543 24.309219 1.58 0.14 0.96 -0.339
H 12.573346 15.473258 9.919875 -0.03 -0.31 -0.15 0.461
N 13.018572 15.559034 12.472939 -1.43 1.80 -1.25 1.048
N 21.495225 15.330483 21.099892 -1.62 -0.70 0.04 1.054
H 9.005188 18.357442 16.306657 -0.31 -0.01 -0.04 0.443
C 10.529953 18.188437 11.735889 0.41 -0.07 0.94 -0.504
O 13.398169 8.135050 15.567768 0.46 -0.21 0.89 -0.617
C 17.120733 10.753318 16.248836 -0.88 0.40 -0.20 -0.045
C 19.385978 10.493893 16.743330 1.08 -1.67 1.52 -0.010
H 19.604389 13.726035 17.329950 -0.17 -0.09 -0.96 0.584
H 14.107673 12.314688 11.523836 0.14 0.01 -0.19 0.393
C 14.573927 15.194214 19.177054 0.23 0.18 0.35 -0.310
H 14.534863 12.394518 13.897424 0.17 0.01 -0.22 0.473
H 12.631359 8.343986 11.815605 0.08 0.39 0.32 0.421
N 14.922336 13.308945 17.699222 -0.59 -0.32 -0.03 1.103
C 18.796484 12.896219 20.529915 -0.08 -0.08 0.09 -0.674
N 13.170425 8.070524 14.388690 -1.12 0.43 -0.53 1.053
H 16.355270 11.217697 15.652487 -0.29 -0.20 -0.11 0.405
C 13.041235 9.263354 12.245972 -0.29 -1.98 -0.03 -0.287
H 10.848523 16.835572 8.557834 0.34 -0.02 1.03 0.358
H 13.634180 18.351759 18.370175 -0.02 -0.07 0.16 0.461
C 19.178467 9.696020 17.868737 -1.42 -0.19 -0.32 -0.549
O 21.668285 10.090029 16.953668 0.17 -0.36 0.24 -0.649
C 20.510369 14.529691 19.051360 0.64 -0.19 -1.01 -0.534
C 11.027521 16.926729 9.650843 -1.53 2.11 0.38 -0.484
H 18.046820 12.289900 18.615930 0.00 0.08 0.25 0.417
O 12.275964 20.307220 16.445396 0.47 -0.70 -0.76 -0.579
O 10.968703 19.161418 15.134206 0.38 -0.13 0.86 -0.582
```
Positions in Å, forces in eV/Å.

***

This record from OMol25 describes a 11-piece molecular cluster, C32H42Br2F4N6O12 overall in a non-equilibrium geometry. The level of theory is wB97M-V/def2-TZVPD.

For the total energy, the calculation gives -8022.76643 Ha. Its SMILES is C[N+](=O)[O-].C[N+](=O)[O-].C[N+](=O)[O-].C[N+](=O)[O-].C[N+](=O)[O-].C[N+](=O)[O-].Fc1ccccc1.Fc1ccccc1.Fc1ccccc1.Fc1ccccc1.BrCCBr. The HOMO-LUMO gap is 9.035 eV. As for the energy above the lowest of the compared OMol25 structures with the same formula, charge and spin: 89.3 kcal per mole. The HOMO energy comes out at -9.22 eV. As for the maximum force: 3.9 eV/A.

XYZ file:
```
98
Properties=species:S:1:pos:R:3:forces:R:3:mulliken_charge:R:1
H 8.347404 -4.734175 0.902692 0.08 0.05 -0.37 0.362
C -3.653066 -4.903085 7.520542 0.11 1.63 -2.00 -0.516
H 3.953414 3.874705 6.377122 0.04 -0.05 -0.02 0.360
C -11.369106 1.442375 3.128562 -0.78 0.36 -0.04 0.267
H 7.345104 6.157035 -2.282418 -0.08 0.30 0.14 0.295
Br 2.072484 2.032185 -1.379378 -2.16 -0.26 0.54 -0.182
O 8.506734 6.138415 -4.398898 0.42 -0.56 1.09 -0.510
C 5.877024 -2.083635 2.002662 0.04 -0.29 0.26 0.458
H 2.493304 4.609985 -7.807968 0.32 0.33 -0.17 0.301
H -0.039676 -0.231605 -0.637398 -0.61 -0.13 0.23 0.381
C -12.325646 1.013525 4.032172 -0.41 0.04 0.02 -0.281
C 0.947524 4.916545 5.051802 1.58 -0.50 0.45 -0.522
H -8.900296 -0.747405 3.561082 -0.07 -0.41 0.41 0.355
H -12.786056 -0.519425 5.471812 -0.22 -0.08 -0.18 0.342
H -4.029116 6.510845 -2.637028 -0.73 0.19 0.15 0.286
C -3.384166 -5.827585 6.505842 -0.96 -0.56 -0.41 -0.210
C -9.873296 -0.318045 3.749032 -0.54 -0.31 -0.25 -0.543
C 8.083534 -2.689855 1.369852 0.46 1.28 0.56 -0.270
N 5.261374 -3.907095 -5.060538 -0.96 -1.78 -0.54 0.831
C -0.524576 0.541255 -1.233768 0.23 -1.07 0.01 -0.593
H 4.285054 -4.174305 -3.149588 -0.27 -0.18 -0.79 0.276
H 4.757534 5.392025 4.500772 0.29 0.15 0.61 0.329
H -0.672236 -9.911695 -1.782638 0.01 0.06 -0.21 0.310
O -3.409186 5.434575 -5.342808 -0.02 0.91 -0.03 -0.516
F 5.051434 -1.095555 2.430332 -0.22 -0.44 0.02 -0.309
H -4.961886 5.254415 -3.585518 0.27 0.24 -0.01 0.300
C -10.206296 0.754235 2.967242 0.76 0.82 -1.13 -0.168
H -4.120436 -5.156555 8.460602 0.39 -0.29 0.08 0.366
O -0.156356 -6.893625 -0.934708 -0.52 -1.90 -0.27 -0.509
H -1.828256 -8.985335 -0.904888 -0.21 0.56 -0.33 0.279
H -9.570886 1.084335 2.158732 0.33 0.12 0.10 0.359
H 4.246054 4.882095 -7.305898 -0.26 -0.14 0.05 0.259
F -2.901836 -6.394365 4.253212 -0.06 -0.05 -0.22 -0.278
H 4.369914 -3.651875 2.080102 -0.05 0.06 -0.12 0.433
H 1.633404 3.355175 6.521182 -0.62 0.20 0.09 0.356
F 0.659834 6.655365 3.449062 -0.32 -0.17 -0.12 -0.298
C 2.845504 6.058805 4.023842 -1.16 0.05 -0.03 -0.431
H -0.123346 4.795415 5.122242 0.00 -0.17 0.08 0.406
C -12.100836 -0.177895 4.710082 1.35 0.36 0.28 -0.517
H 3.130934 6.827305 3.320762 0.36 -0.14 -0.13 0.377
C 0.064474 1.864515 -0.896048 -0.38 0.74 -0.01 -0.642
H -1.428166 -8.579235 -2.670538 0.06 0.50 0.45 0.278
H -2.776836 -0.475925 -6.223628 0.29 -0.08 -0.44 0.266
H -10.655036 -1.682985 5.197482 0.01 -0.09 0.06 0.341
H 6.116354 -5.363325 1.152632 -0.61 0.01 0.14 0.393
O -3.182576 -2.895125 -8.220238 0.32 0.28 0.08 -0.499
C 7.642114 -3.946815 1.124152 -0.57 -1.31 0.07 -0.519
O 2.575154 2.350245 -7.078228 1.20 0.29 -0.76 -0.513
C 1.467824 5.850975 4.157052 0.62 -0.40 1.29 0.475
C 1.896224 4.168705 5.861262 -0.55 1.21 -1.09 -0.254
H -2.520466 -3.839465 3.898322 -0.08 0.27 -0.08 0.394
H 5.600444 -3.063765 -3.168308 0.32 -0.21 -0.22 0.292
O 6.432624 -4.180825 -5.249598 -0.45 0.65 0.32 -0.513
C 3.538234 4.318285 -7.913518 -0.63 -0.21 -0.48 -0.642
C -4.569946 6.270975 -3.552488 0.55 0.58 -0.55 -0.687
H 8.671744 7.270955 -1.967738 0.36 -0.30 -0.12 0.268
C -3.498786 -3.551325 7.173202 0.53 0.64 -0.34 -0.251
C -10.852276 -0.807345 4.596852 -0.21 -0.38 0.43 -0.239
H -3.649056 -0.582955 -7.854698 0.17 -0.07 0.31 0.288
N -3.482506 6.403065 -4.585248 0.31 -2.64 -0.33 0.848
H -4.310706 -1.238285 -6.303978 -0.18 -0.05 -0.30 0.270
H 9.143554 -2.511895 1.264512 0.04 0.36 0.01 0.357
C 7.204444 -1.711125 1.842352 -0.50 -0.75 -0.25 -0.432
O 1.131814 -8.585305 -1.032058 0.73 -1.37 0.12 -0.502
N 3.599174 2.895875 -7.496838 -0.90 0.66 1.41 0.831
Br -2.543546 0.608785 -0.779388 1.91 -0.14 -0.50 -0.179
H 8.651754 5.524875 -1.325718 0.40 0.51 0.04 0.306
N 0.044804 -8.109515 -1.156938 -0.26 3.87 -0.26 0.829
H -2.814796 -2.106645 5.602822 -0.27 0.23 0.52 0.358
H -3.613326 -6.855385 6.745672 0.30 -0.32 -0.28 0.330
N -2.849126 -2.402395 -7.156058 -0.32 -1.35 0.07 0.808
C 8.422594 6.222485 -2.131278 -1.84 -0.30 1.49 -0.686
H -5.324446 6.977955 -3.897458 -0.03 0.13 0.67 0.276
C 4.766914 -3.421105 -3.772978 1.15 1.71 1.75 -0.681
F -11.557156 2.548895 2.345932 -0.17 -0.56 0.58 -0.301
C 5.388464 -3.396535 1.827582 0.91 0.75 -0.40 -0.609
C -2.875566 -4.071325 4.891562 -0.13 -1.96 0.24 -0.233
C -3.056106 -3.118675 5.892602 -0.20 -1.76 0.19 -0.511
C -1.077496 -8.904005 -1.690918 0.21 -1.70 0.50 -0.685
C 3.255414 4.433965 5.771792 -0.24 0.11 -0.94 -0.503
H -0.349956 0.244285 -2.267888 -0.70 0.23 -0.07 0.409
C 3.720764 5.333475 4.797542 0.00 -0.30 -0.20 -0.295
H 3.902334 4.293375 -8.940608 -0.25 0.35 0.01 0.265
N 8.953714 5.687855 -3.340518 1.80 -0.44 -2.54 0.826
O 4.717964 2.462835 -7.492008 0.50 -1.30 -0.04 -0.501
C -3.415986 -1.047505 -6.896588 0.08 0.03 0.78 -0.622
H -3.673326 -2.774345 7.902742 -0.11 -0.03 0.21 0.324
O -2.241726 -3.022455 -6.287788 -0.35 1.25 -0.51 -0.511
H -0.543996 2.602695 -1.418508 0.82 0.42 -0.27 0.397
O 9.852514 4.847675 -3.263158 -1.06 0.80 -0.09 -0.499
H 4.174204 -2.519855 -3.929678 -0.42 -0.51 -0.25 0.288
C 6.314494 -4.317215 1.333712 0.18 0.24 0.30 -0.276
C -3.093616 -5.457185 5.179842 0.48 2.18 2.11 0.227
H -13.226726 1.570535 4.242382 -0.06 0.14 -0.29 0.385
O 4.346624 -4.162235 -5.833668 0.64 0.32 -0.26 -0.496
O -2.681406 7.299315 -4.541318 -0.35 0.59 0.11 -0.507
H 7.474534 -0.709845 2.143822 0.21 0.03 -0.23 0.414
H -0.137596 2.031835 0.161902 0.90 0.21 0.06 0.408
```
Positions in Å, forces in eV/Å.